DFT (wB97M-V/def2-TZVPD) results for the molecule C23H28N4O5.

The geometry in ORCA input format:
```
! wB97M-V def2-TZVPD RIJCOSX def2/J DEFGRID3
* xyz 0 1
C -1.40483 1.09898 2.55765
H -1.40839 0.71991 3.58519
O -0.10425 1.43161 2.13674
C 0.55832 2.43535 2.79664
C 0.07308 3.12099 3.89665
C 0.83400 4.12107 4.48685
C 2.07855 4.44137 3.98306
C 2.57805 3.76382 2.88226
C 1.83011 2.76317 2.28289
N 2.26158 2.03727 1.17533
C 3.36130 2.19201 0.40707
O 4.25390 2.99501 0.57874
C 3.39328 1.17450 -0.74373
N 2.06116 0.68776 -1.03736
C 1.97169 -0.66443 -1.55563
C 2.31616 -0.75603 -3.05226
N 1.54676 0.15334 -3.88093
C 0.26231 -0.31913 -4.35548
C -0.76835 -0.62514 -3.26279
O -1.43511 0.24002 -2.73730
N -0.81973 -1.94484 -2.91937
C -1.51692 -2.53685 -1.85751
C -2.02874 -1.79138 -0.80494
C -2.67753 -2.42404 0.24598
C -2.84567 -3.81141 0.23550
C -2.30932 -4.55150 -0.81039
C -1.64181 -3.92531 -1.84162
H -1.22496 -4.51421 -2.64523
H -2.43112 -5.62231 -0.79416
O -3.52820 -4.47283 1.22613
C -4.29886 -3.61262 2.03431
C -3.47602 -2.38778 2.43032
H -4.04677 -1.71485 3.07172
O -3.12505 -1.64556 1.28307
H -2.56821 -2.71747 2.95425
H -4.59603 -4.19191 2.90949
H -5.19308 -3.28390 1.48688
H -1.93839 -0.71909 -0.78676
H -0.31416 -2.59672 -3.50257
H -0.15379 0.46416 -4.99425
H 0.44473 -1.20842 -4.96870
C 1.60086 1.50592 -3.35089
C 1.27016 1.60215 -1.85312
H 1.44546 2.62143 -1.50457
H 0.21649 1.36201 -1.69571
H 0.91527 2.13617 -3.91746
H 2.62108 1.86850 -3.52468
H 2.17824 -1.77784 -3.41258
H 3.37146 -0.48956 -3.18681
H 2.63839 -1.31157 -0.98089
H 0.94469 -1.00063 -1.38448
H 3.90738 1.64626 -1.59250
H 4.01595 0.34046 -0.40610
H 1.60741 1.33352 0.84053
H 3.54551 4.00457 2.47428
H 2.66759 5.21979 4.44284
H 0.44010 4.64594 5.34416
H -0.89762 2.88818 4.30536
H -1.74797 0.31540 1.88355
H -2.08005 1.95716 2.48548
*
```

## Properties
**HOMO**: -0.2903 hartree
**Energy relative to the best compared isomer or geometry (same formula, charge and spin)**: 297.9 kJ/mol
**LUMO level**: 0.53 eV
**Orbital gap**: 8.427 eV


DFT (wB97M-V/def2-TZVPD) results for C23H28N6O4 as an isolated structure at a distorted geometry.

The geometry in ORCA input format:
```
! wB97M-V def2-TZVPD RIJCOSX def2/J DEFGRID3
* xyz 0 1
O -0.07545 1.74776 -1.49448
C -0.92614 1.20787 -1.02980
N -2.19091 1.80105 -1.24929
C -3.43918 1.20673 -0.66965
C -4.70289 1.67148 -1.07687
C -5.88692 1.24212 -0.25412
C -5.83740 0.10728 0.74139
C -4.58029 -0.34901 0.73603
C -3.45444 0.16636 0.14135
C -2.07314 -0.46042 0.46115
C -1.06552 0.27000 -0.12077
C 0.26946 -0.38379 0.04256
N 0.34397 -2.09991 0.25235
C 0.00342 -2.49979 -0.84671
C 0.16212 -4.11964 -1.00994
H -0.16777 -4.54570 0.21607
H -0.48810 -4.68025 -1.56266
C 1.54569 -4.59315 -1.20021
H 1.96579 -3.90923 -2.26399
C 2.61803 -4.24066 -0.09969
C 2.64395 -2.84625 0.17953
H 3.45804 -2.61749 1.05194
H 2.78183 -2.05270 -0.52714
C 1.38209 -2.42541 1.26812
H 1.70952 -1.59069 1.63329
H 1.17264 -3.34926 1.60114
H 3.63288 -4.74135 -0.63394
H 2.50221 -4.77816 0.60875
H 1.49007 -5.64469 -1.39578
H 0.59332 -2.20462 -1.65557
H -1.06049 -2.25130 -1.12865
C 0.81083 0.25237 1.21327
N 0.19495 0.52331 2.46841
N 0.89855 1.12118 3.19528
N 1.98563 1.46333 2.65489
N 2.06650 1.13785 1.49064
C 3.14817 1.09609 0.37600
H 3.28929 0.17557 0.27421
H 3.98594 1.36425 1.16620
C 2.76930 2.36322 -0.36796
H 2.12907 1.89817 -0.96107
C 2.50661 3.65613 0.48231
H 1.52570 3.88333 0.12847
C 3.62256 4.37232 -0.38024
H 3.94801 5.32984 0.20381
C 4.90378 3.45957 -0.86133
H 5.43002 3.75902 -1.64927
O 4.17111 2.22951 -1.23384
H 5.44316 3.36859 -0.11446
H 3.11028 5.06914 -1.23070
H 2.85762 3.53853 1.26667
H 1.05154 -0.16855 -0.76027
H -1.82154 -1.18210 1.05391
H -4.42559 -1.28767 1.63359
O -6.88497 -0.12985 1.15210
C -7.82920 0.96866 0.64800
O -7.15190 1.66829 -0.47392
H -8.71336 0.34981 -0.10215
H -8.34115 1.56523 1.24055
H -4.65428 2.67625 -1.30289
H -2.35306 2.44143 -1.92465
*
```

## Properties
**HOMO**: -0.2793 hartree
**Energy relative to the best compared isomer or geometry (same formula, charge and spin)**: 2607.0 kJ/mol
**LUMO level**: 0.01 eV
**Orbital gap**: 7.613 eV


DFT (wB97M-V/def2-TZVPD) results for a 2-piece molecular cluster, C23H28O5 overall at a distorted geometry.

The geometry in ORCA input format:
```
! wB97M-V def2-TZVPD RIJCOSX def2/J DEFGRID3
* xyz 0 1
C -0.86223 -3.87332 3.01556
C -0.53245 -2.40834 3.02903
O -1.01568 -1.85789 1.78586
C -0.47742 -0.67103 1.46258
C -0.95908 -0.10137 0.18623
C -1.15491 -0.96687 -0.98292
O -1.18175 -0.56683 -2.15619
O -1.30367 -2.27615 -0.73028
C -1.68900 -3.04983 -1.88592
C -1.79217 -4.46583 -1.39826
C -1.42919 1.22865 0.18185
C -1.88933 1.87747 -1.01311
C -2.31929 3.18032 -1.02517
C -2.42613 3.91063 0.18976
O -2.88423 5.18830 0.12083
C -3.22318 5.89465 1.34298
C -2.02826 3.28923 1.39381
C -1.52786 1.99991 1.38495
O 0.35688 -0.10966 2.17954
H -0.50933 -4.32310 3.94686
H -1.93512 -4.06102 2.92611
H -0.35545 -4.36664 2.18103
H -1.01683 -1.88869 3.86596
H 0.55169 -2.25861 3.09526
H -2.65754 -2.69667 -2.27024
H -0.93213 -2.94636 -2.68438
H -2.06399 -5.12201 -2.22294
H -0.83962 -4.80624 -0.97953
H -2.56257 -4.56548 -0.61797
H -1.89214 1.31975 -1.94551
H -2.61467 3.66478 -1.95528
H -3.66130 6.83101 0.99140
H -3.95910 5.33176 1.93806
H -2.32654 6.09823 1.94383
H -2.10931 3.82917 2.34043
H -1.22600 1.53146 2.31886
C 2.13038 1.89197 0.47437
C 2.06772 1.12510 -0.78813
C 1.20980 1.59072 -1.89346
C 2.93968 0.02781 -0.99131
C 2.91505 -0.73119 -2.20362
C 3.75179 -1.82341 -2.38509
C 4.66827 -2.19529 -1.38952
C 4.74599 -1.44120 -0.20822
C 3.91639 -0.34584 -0.01369
H 1.79096 1.28764 1.33046
H 3.15712 2.24269 0.66622
H 1.47685 2.76813 0.42324
H 0.43018 0.85550 -2.14578
H 0.70638 2.52192 -1.62077
H 1.80182 1.76915 -2.80580
H 2.22251 -0.44086 -2.99920
H 3.70103 -2.38518 -3.31963
H 5.32895 -3.05273 -1.54232
H 5.47552 -1.70661 0.55954
H 4.01255 0.24829 0.89966
*
```

## Properties
**HOMO**: -0.2158 hartree
**Energy relative to the best compared isomer or geometry (same formula, charge and spin)**: 95.8 kJ/mol
**LUMO level**: -2.02 eV
**Orbital gap**: 3.856 eV


DFT (wB97M-V/def2-TZVPD) results for C23H29AuFN4O5 as an isolated structure.

The geometry in ORCA input format:
```
! wB97M-V def2-TZVPD RIJCOSX def2/J DEFGRID3
* xyz 2 2
Au -0.67139 -0.03679 0.30677
C -0.16352 7.64039 -0.90924
C 0.98156 6.66347 -1.09020
N 0.50961 5.27000 -1.20810
C 0.48499 4.51069 -0.11098
C 0.06107 3.20402 -0.03472
C 0.18001 2.62507 1.35911
O 0.52354 3.34926 2.26187
O -0.08821 1.35903 1.57429
C -0.40178 2.58928 -1.22480
O -0.80868 1.39663 -1.34876
C -0.40728 3.42435 -2.42399
C -0.86980 2.89648 -3.63748
C -0.86653 3.64799 -4.76920
F -1.28132 3.07101 -5.91451
C -0.41885 4.99490 -4.78653
C 0.02022 5.51323 -3.58276
C 0.04890 4.74280 -2.40851
N -0.42395 5.80377 -5.93856
C 0.69361 6.70006 -6.18265
C 0.14560 8.07409 -6.55145
N -1.11483 7.87714 -7.37632
C -1.05178 6.59406 -8.15684
C -1.09697 5.41917 -7.18127
H 0.22235 8.65669 -0.84198
H -0.71370 7.42913 0.00706
H -0.86551 7.59267 -1.74296
H 1.66597 6.68404 -0.24451
H 1.58070 6.89109 -1.97062
H 0.83883 4.96593 0.80682
H -1.21125 1.87163 -3.68170
H 0.31287 6.55105 -3.53292
H 1.34344 6.30966 -6.97347
H 1.32210 6.80285 -5.30212
H 0.84218 8.65911 -7.14883
H -0.14954 8.64570 -5.67420
H -1.25440 8.67159 -8.00143
H -1.92098 7.84704 -6.75005
H -0.13030 6.64237 -8.73332
H -1.89116 6.56836 -8.84798
H -0.64770 4.55855 -7.68156
H -2.13456 5.17078 -6.96319
C 2.50927 -3.54478 1.33322
C 1.28405 -2.68306 1.50947
O 1.35274 -1.49468 0.69203
H 2.45301 -4.41152 1.99186
H 3.41441 -2.98971 1.57518
H 2.58780 -3.91795 0.30950
H 1.20627 -2.30924 2.52950
H 0.36874 -3.22885 1.26384
H 1.64163 -1.75294 -0.19122
O -1.27095 -1.73831 -0.70641
N -2.55278 -2.12786 -0.66606
C -3.35482 -1.83845 0.36973
C -4.65152 -2.30475 0.39007
C -5.11478 -3.08365 -0.65821
C -4.25798 -3.37582 -1.70823
C -2.97238 -2.88276 -1.69445
H -2.91402 -1.24574 1.15883
H -5.27730 -2.06001 1.23551
H -6.12725 -3.46118 -0.65484
H -4.57168 -3.98608 -2.54215
H -2.23174 -3.05548 -2.45942
*
```

## Properties
**HOMO (spin up / spin down)**: -0.4937 / -0.4949 hartree
**LUMO level (spin up / spin down)**: -4.96 / -6.21 eV
**Expectation value of S²**: 0.75
**Orbital gap (spin up / spin down)**: 8.470 / 7.259 eV


DFT (wB97M-V/def2-TZVPD) results for C23H29CrFN6O5S3Si as an isolated structure.

The geometry in ORCA input format:
```
! wB97M-V def2-TZVPD RIJCOSX def2/J DEFGRID3
* xyz -2 5
Cr 1.02822 -0.14177 -0.58233
N -3.29832 -1.75290 5.52924
C -3.15166 -1.43540 4.16313
C -2.47770 -0.27569 3.78006
C -2.35138 0.04966 2.44170
C -2.90328 -0.77821 1.47182
C -3.58354 -1.92544 1.84120
C -3.71500 -2.24907 3.18394
S -2.62923 -0.38902 -0.23546
O -3.58629 -1.15012 -1.00168
O -2.64983 1.04440 -0.34122
N -1.11006 -0.85433 -0.47303
C -0.74182 -2.14605 -0.46350
N -1.54034 -3.21352 -0.27260
C -0.95335 -4.39330 -0.39514
C 0.38658 -4.58029 -0.69663
C 1.15069 -3.42189 -0.80148
N 0.59950 -2.24642 -0.65262
H -2.55322 -1.37783 6.09630
H -3.38679 -2.74359 5.68959
H -2.04243 0.36998 4.53620
H -1.80913 0.93983 2.13759
H -3.98998 -2.56278 1.06693
H -4.25169 -3.14710 3.47423
H -1.59506 -5.25960 -0.24747
H 0.81560 -5.56299 -0.81925
H 2.21494 -3.42538 -1.00633
N 0.63161 -1.35680 2.11968
C 2.03765 -1.71461 2.30464
C 2.99949 -0.63545 1.75659
O 4.02637 -0.42535 2.41394
O 2.67666 -0.07836 0.65795
H 0.41013 -0.48133 2.57679
H 0.01101 -2.06884 2.48432
H 2.22649 -2.63352 1.73671
H 2.33317 -1.89873 3.34056
C -0.81999 4.02656 -1.90300
Si 0.34931 2.59263 -2.28042
C -0.60101 1.31494 -3.27588
C 1.64830 3.27590 -3.48190
N 0.93890 1.93237 -0.80355
C 1.45280 2.77069 0.14514
C 2.23368 3.91488 -0.13079
C 2.72495 4.75629 0.85683
C 2.47543 4.50630 2.19878
C 1.70810 3.39065 2.52317
C 1.22701 2.57973 1.52523
F 0.42830 1.54805 1.90797
H -1.16527 4.49953 -2.83051
H -0.32556 4.79067 -1.29224
H -1.68784 3.65572 -1.35257
H -1.38084 1.83378 -3.84862
H -1.08681 0.55559 -2.66901
H 0.06641 0.81123 -3.97796
H 1.21357 3.30694 -4.48872
H 2.51416 2.60803 -3.51874
H 1.98400 4.28847 -3.23342
H 2.48587 4.11817 -1.16658
H 3.32907 5.60907 0.56426
H 2.86750 5.14945 2.97787
H 1.46881 3.13527 3.54956
C -0.18265 -2.56729 -4.30214
O 0.70613 -1.85891 -3.44747
C 2.00896 -1.61342 -3.75161
S 2.70463 -2.21360 -5.16827
S 2.74071 -0.56679 -2.64572
H -0.42461 -3.52559 -3.83533
H 0.26027 -2.73663 -5.27891
H -1.09030 -1.96683 -4.37979
*
```

## Properties
**HOMO (spin up / spin down)**: -0.0511 / -0.0744 hartree
**Energy relative to the best compared isomer or geometry (same formula, charge and spin)**: 18.5 kJ/mol
**LUMO level (spin up / spin down)**: 4.15 / 4.15 eV
**Expectation value of S²**: 6.01
**Orbital gap (spin up / spin down)**: 5.542 / 6.177 eV


DFT (wB97M-V/def2-TZVPD) results for C23H29F6N6O4RuS2Te as an isolated structure at a distorted geometry.

The geometry in ORCA input format:
```
! wB97M-V def2-TZVPD RIJCOSX def2/J DEFGRID3
* xyz 2 6
Ru -0.18982 0.52777 0.26010
C -3.49508 -2.52196 1.94475
C -4.32443 -2.64672 0.84180
C -4.05402 -1.88975 -0.28824
C -2.96755 -1.02021 -0.27318
N -2.15908 -0.91404 0.79412
C -2.42480 -1.64185 1.87185
C -2.71594 -0.04729 -1.36066
C -3.22556 -0.10404 -2.64854
C -3.02892 0.99015 -3.48197
C -2.37196 2.11619 -3.01105
C -1.86426 2.09344 -1.71795
N -2.01811 1.01209 -0.95263
C -1.18423 3.20720 -1.01835
C -1.03914 4.47523 -1.55557
C -0.35676 5.43609 -0.82482
C 0.12192 5.11386 0.43293
C -0.09700 3.83031 0.91291
N -0.72302 2.90065 0.20521
H -3.68329 -3.07525 2.85392
H -5.17614 -3.31322 0.86870
H -4.71336 -1.91633 -1.14476
H -1.76800 -1.51359 2.72287
H -3.77902 -0.96465 -2.99710
H -3.41893 0.98257 -4.49056
H -2.26239 2.98621 -3.64053
H -1.43406 4.71039 -2.53274
H -0.20326 6.42119 -1.24296
H 0.64548 5.84401 1.03305
H 0.23769 3.53719 1.90027
C -2.57415 -5.39139 -0.38114
Te -1.18929 -4.01975 -1.28467
C 0.22041 -4.41509 0.25792
H -2.70597 -5.15806 0.67300
H -2.17197 -6.40057 -0.47344
H -3.52603 -5.33983 -0.90363
H 0.68490 -5.37709 0.04349
H -0.29992 -4.45896 1.21147
H 0.98198 -3.64137 0.25039
C 3.45910 -0.42033 3.32769
C 2.68277 0.83569 2.91457
C 1.98651 1.46069 4.11905
C 3.61495 1.83851 2.24667
N 1.67188 0.46850 1.88259
N 0.59525 -0.36946 2.29510
H 4.29197 -0.14130 3.97163
H 3.87106 -0.92527 2.45144
H 2.83782 -1.12144 3.88875
H 2.73764 1.86190 4.79706
H 1.40540 0.73239 4.68846
H 1.33527 2.27959 3.80775
H 4.40279 2.13187 2.93786
H 3.06520 2.73186 1.94893
H 4.07586 1.40734 1.35620
H 2.16639 0.03216 1.10706
H 0.19479 0.03169 3.13400
H 0.87926 -1.33104 2.47902
F 0.44540 -2.56136 -3.71731
C 1.53863 -2.34878 -2.97353
F 2.55369 -2.07116 -3.74189
F 1.78004 -3.47652 -2.28732
S 1.09293 -1.00032 -1.76262
O -0.16351 -1.54530 -1.19872
O 2.14007 -0.89356 -0.78102
N 0.84883 0.22397 -2.67938
S 1.52161 1.63387 -2.30963
O 1.46657 1.82784 -0.86713
O 0.99390 2.65628 -3.13769
C 3.36727 1.45121 -2.64209
F 3.98808 1.32496 -1.47581
F 3.58097 0.35433 -3.36049
F 3.82470 2.50767 -3.27347
*
```

## Properties
**HOMO (spin up / spin down)**: -0.5201 / -0.5226 hartree
**Energy relative to the best compared isomer or geometry (same formula, charge and spin)**: 5.8 kJ/mol
**LUMO level (spin up / spin down)**: -5.76 / -8.51 eV
**Expectation value of S²**: 8.76
**Orbital gap (spin up / spin down)**: 8.394 / 5.713 eV


DFT (wB97M-V/def2-TZVPD) results for the molecule C23H29N3O4.

The geometry in ORCA input format:
```
! wB97M-V def2-TZVPD RIJCOSX def2/J DEFGRID3
* xyz 0 1
C -8.44096 -2.14635 -1.26325
O -8.66983 -1.45423 -0.06228
C -7.51964 -1.23964 0.72051
C -6.61403 -0.12529 0.18035
C -5.49000 0.15790 1.16251
O -5.34744 -0.48411 2.18539
N -4.66351 1.18953 0.85497
C -4.60642 1.89593 -0.40199
H -5.56576 1.85969 -0.91372
C -3.49618 1.30695 -1.28836
H -3.08826 2.07770 -1.94269
H -3.88421 0.50493 -1.91660
C -2.35471 0.76322 -0.41478
C -2.24152 1.61303 0.85661
H -2.10698 2.65496 0.56048
C -3.50672 1.43359 1.70156
H -3.41807 0.57229 2.36805
H -3.68312 2.32425 2.31511
H -1.36452 1.31900 1.43330
H -2.56950 -0.27821 -0.13800
O -1.17945 0.82712 -1.20043
C -0.07630 0.11189 -0.84863
C 1.03675 0.29771 -1.67317
C 2.21787 -0.36635 -1.42708
C 2.31942 -1.24487 -0.34990
C 1.20213 -1.44584 0.45181
C 0.01697 -0.77325 0.22115
H -0.82066 -0.95642 0.87548
H 1.27911 -2.14440 1.27131
C 3.55691 -2.00773 -0.02491
O 3.53468 -3.05604 0.59613
N 4.70712 -1.46454 -0.49015
H 4.74334 -0.49887 -0.78578
C 5.99372 -2.00161 -0.12740
C 6.95937 -0.89904 0.21472
N 6.57029 0.33626 -0.07269
C 7.37596 1.35603 0.19012
C 8.63229 1.17127 0.75936
C 9.04547 -0.11598 1.05739
C 8.19775 -1.17576 0.78216
H 8.48134 -2.19302 1.00223
H 10.01488 -0.29127 1.50107
H 9.26613 2.02073 0.96272
C 6.87030 2.72089 -0.15869
H 5.85293 2.65331 -0.53270
H 7.50196 3.17174 -0.92263
H 6.88890 3.36632 0.71752
H 6.40571 -2.59021 -0.96030
H 5.85696 -2.68265 0.72019
H 3.05228 -0.21752 -2.09610
H 0.94176 0.97255 -2.50956
H -4.38854 2.94436 -0.17631
H -7.21808 0.77268 0.03435
H -6.18522 -0.42116 -0.77949
H -7.88454 -0.95458 1.70954
H -6.93990 -2.16690 0.82246
H -9.42142 -2.37110 -1.67948
H -7.89930 -3.08320 -1.08408
H -7.87753 -1.54563 -1.98737
*
```

## Properties
**HOMO**: -0.3156 hartree
**Energy relative to the best compared isomer or geometry (same formula, charge and spin)**: 131.2 kJ/mol
**LUMO level**: 0.69 eV
**Orbital gap**: 9.273 eV